No. 1
Below is a molecular structure, C36H50N8O10P2RbS, with properties calculated with wB97M-V/def2-TZVPD.

Structure (XYZ):
```
108
Properties=species:S:1:pos:R:3:forces:R:3
Rb -0.000146 0.191621 0.736659 0.47 0.12 1.25
S -2.222967 -2.613996 4.894472 0.17 0.10 -0.18
P -2.838222 -0.964508 -0.733131 0.24 0.23 -0.07
P -0.455557 -2.101555 -2.131394 -0.01 0.04 0.08
O -1.973638 6.340101 0.749435 -0.22 -0.07 -0.22
O -0.411187 -1.121029 -3.367313 -0.01 0.08 -0.06
O -4.372814 -0.769073 -1.079228 -0.13 -0.07 -0.06
O 0.391467 -1.717619 -0.984963 0.06 -0.62 -0.66
O -2.797109 -1.498647 0.724963 -0.05 -0.08 -0.02
O -2.020388 0.247529 -0.914008 -0.64 -0.05 -0.35
O 0.447675 2.724078 0.029928 -0.04 0.40 -0.18
O -0.381231 4.746962 -0.332937 0.08 -0.07 0.00
O -0.177865 -3.558074 -2.709223 0.05 -0.13 0.01
O -3.411529 6.250889 2.484278 -0.21 -0.09 -0.23
N -2.905836 3.630057 2.895338 -0.01 -0.01 0.01
N -1.512920 2.189422 2.008448 -0.10 0.23 0.05
N 4.692972 -2.008806 -1.014272 -0.06 -0.02 -0.05
N -0.228255 -1.740595 3.082098 -0.02 0.06 -0.10
N 3.794218 2.017712 4.296553 -0.04 0.04 0.00
N 3.077133 -0.610277 2.080543 0.04 0.01 -0.05
N 1.885734 1.831786 3.157741 0.12 -0.01 0.02
N 3.582617 -0.088712 -0.775838 0.10 -0.05 -0.10
C 1.799924 4.150467 6.585149 -0.02 0.01 -0.01
C 3.819640 0.633513 2.197629 -0.01 0.01 0.05
C 1.679787 2.629548 4.277974 -0.13 0.00 -0.13
C -1.372013 3.409594 1.376312 0.07 -0.01 -0.02
C -4.956766 1.527575 -1.543423 -0.04 0.05 0.00
C -2.242518 4.320635 1.922029 -0.23 -0.08 -0.14
C 3.942271 -1.196224 -0.198329 -0.04 0.03 0.04
C 4.677385 0.433181 -4.292881 0.00 -0.03 0.00
C 0.327115 1.144882 -2.789845 0.03 -0.07 -0.06
C 0.528854 3.290013 4.701736 -0.01 0.02 -0.01
C 4.076952 0.770251 -3.092881 -0.07 -0.01 -0.02
C -4.726169 0.159972 -2.147514 0.06 -0.02 0.09
C 3.619786 -1.614269 1.210555 -0.05 -0.03 -0.01
C -0.356023 3.600996 0.302164 -0.13 0.07 0.04
C 4.799626 -1.371319 -2.234260 0.05 -0.08 -0.01
C 1.907388 -3.423398 -3.981097 0.03 0.04 0.00
C 5.324193 -0.800390 -4.464990 0.00 0.04 0.01
C 0.604791 4.044792 5.856475 0.03 -0.02 0.01
C 4.121165 -0.159264 -2.056866 -0.11 0.08 0.04
C 2.954968 3.512001 6.172067 -0.02 -0.01 -0.01
C -2.445504 2.352100 2.914508 0.00 -0.07 -0.03
C 0.586219 0.144368 -5.099064 0.00 0.04 -0.06
C -2.606245 5.764782 1.680681 0.60 0.22 0.53
C -2.936454 1.296990 3.844322 0.00 0.00 0.01
C 1.883727 -4.347141 -1.632692 0.05 -0.02 0.05
C -2.298605 -3.821830 1.296238 0.00 -0.06 -0.04
C -3.311610 -2.703513 1.396839 0.11 0.16 -0.04
C -4.691209 -3.072870 0.900493 -0.03 -0.06 -0.02
C 2.866925 2.758288 5.006934 0.11 -0.02 0.02
C -5.941579 -0.419777 -2.833849 -0.06 0.00 -0.03
C -2.233688 -2.252707 -1.848111 0.02 -0.03 -0.08
C 1.115435 -4.173904 -2.928380 -0.08 0.06 0.01
C 3.139644 1.499093 3.209485 -0.02 -0.04 -0.01
C -1.044402 -2.091490 3.839541 -0.10 -0.11 0.20
C 5.404382 -1.722457 -3.435793 -0.01 0.02 0.01
C 0.606329 -0.094379 -3.606900 0.01 -0.10 0.05
H 5.033753 -2.922459 -0.776511 0.00 -0.02 0.00
H -0.399795 0.497902 -5.407371 0.02 0.01 0.01
H -5.764027 1.480781 -0.809651 0.01 0.00 -0.01
H 1.819368 4.750561 7.486374 0.00 0.00 -0.01
H -5.730747 -1.414520 -3.228884 0.01 0.01 0.01
H -5.382633 -2.235284 0.980989 0.02 0.00 0.01
H -3.886281 0.211984 -2.847606 0.00 -0.02 0.00
H 3.893753 1.187057 1.255448 0.00 0.00 0.00
H -2.907872 1.634514 4.882289 0.00 0.01 -0.01
H -2.271258 -4.274765 0.301813 -0.02 0.01 -0.01
H -0.273140 4.574710 6.203590 0.01 0.00 0.00
H -0.382149 3.214532 4.123826 0.02 0.00 0.03
H -2.468734 -3.248509 -1.480081 -0.01 -0.02 -0.02
H -4.052250 1.885065 -1.053136 0.00 -0.02 -0.01
H -0.700294 1.483319 -2.924166 0.01 -0.01 0.01
H 2.258793 -2.462078 -3.599519 0.00 -0.02 0.01
H 4.651661 1.133173 -5.118540 0.00 -0.01 0.01
H 0.496095 0.964616 -1.734835 -0.03 0.09 -0.09
H -1.070554 5.419817 0.078382 -0.02 0.07 0.09
H 1.272937 -4.839189 -0.875455 0.00 -0.01 -0.03
H 0.819273 -0.767973 -5.650069 -0.01 0.00 0.02
H -6.770844 -0.496655 -2.128294 0.02 0.00 0.00
H 2.788610 -4.005272 -4.258903 -0.01 0.01 -0.01
H -2.575669 -4.597437 2.012085 0.02 0.02 0.01
H -5.062387 -3.893080 1.517570 -0.01 0.01 -0.01
H 5.779996 -1.030476 -5.419834 -0.01 0.00 0.01
H -4.678147 -3.410848 -0.139581 0.02 0.01 0.01
H 1.004088 1.944590 -3.093420 0.01 0.00 -0.01
H 3.879293 3.602713 6.729367 -0.01 -0.01 -0.01
H -6.248402 0.224704 -3.659202 0.01 0.00 0.01
H 2.901058 -2.438584 1.169529 0.00 0.00 0.01
H -5.235528 2.239350 -2.323054 0.00 -0.01 0.01
H 0.843172 -5.157617 -3.312428 0.01 -0.02 -0.04
H 1.323897 0.905848 -5.357183 0.00 -0.02 0.00
H 4.535857 -2.024802 1.653977 0.03 0.01 0.01
H -2.305291 0.414261 3.758915 0.00 0.00 -0.01
H -3.963663 1.006069 3.613126 0.01 0.01 0.00
H 2.203703 -3.384452 -1.238184 -0.01 0.03 -0.01
H -3.358934 -2.381926 2.435053 -0.02 -0.02 0.04
H 1.567229 -0.516915 -3.313452 0.06 0.04 0.03
H -2.711075 -2.118170 -2.821403 -0.03 -0.04 0.01
H 1.306097 -3.249659 -4.873692 0.00 -0.01 0.01
H 4.837562 0.402967 2.529586 0.00 -0.01 0.03
H 2.102369 -0.429664 1.887837 0.17 -0.12 0.32
H -3.607808 4.077416 3.464195 -0.01 0.01 0.01
H 4.754070 1.855794 4.536614 0.02 -0.01 0.01
H 2.765330 -4.963101 -1.830273 -0.03 -0.01 0.03
H 3.577381 1.719460 -2.948403 -0.01 0.00 -0.01
H 5.915395 -2.668702 -3.565388 0.00 0.01 0.00
H -1.309157 -3.454491 1.565535 -0.02 0.01 -0.01
```
Positions in Å, forces in eV/Å.

Results
F_max ... 0.0260 Eh/bohr
Multiplicity ... 1
Total charge ... -1
E_HOMO ... -0.179 hartree
HOMO-LUMO gap ... 0.240 Ha
LUMO level ... 1.649 eV
Molar mass ... 934.325 g/mol
DFT total energy ... -100620.937 eV
Relative energy (zero: lowest compared OMol25 entry of this formula, charge and spin) ... 98.06 kJ/mol

No. 2
Below is a molecular structure, C36H51Br2GeN4OPb, with properties calculated with wB97M-V/def2-TZVPD.

Structure (XYZ):
```
96
Properties=species:S:1:pos:R:3:forces:R:3
Pb -0.958060 0.020228 -0.069672 0.29 0.27 -0.44
Br -4.559303 -5.293433 -2.971654 0.18 0.19 0.15
Br -7.704866 -0.098879 1.818401 0.30 0.02 -0.08
Ge 2.376854 -0.297700 -3.405914 -0.42 -0.02 0.10
O -0.417279 2.189354 1.460313 -0.20 -0.28 0.07
N -2.054450 -2.058409 -0.767485 -0.32 -0.09 0.18
N 0.403684 -1.466126 1.309247 0.10 -0.11 -0.14
N 2.670805 -0.000987 -0.257988 -0.18 0.23 0.45
N -3.191139 -0.119322 0.753362 0.07 -0.18 0.08
C -4.013359 -1.052928 0.230080 -0.12 0.13 0.15
C 2.209935 -2.191019 2.676800 0.21 -0.11 -0.08
C 1.889712 -3.714268 4.685486 0.20 -0.07 0.27
C -0.376687 2.354047 2.890831 0.13 0.00 0.19
C -1.464466 -3.033522 -1.467795 0.21 0.04 -0.10
C 0.018542 1.063195 3.569654 -0.05 0.13 -0.22
C 3.172816 -4.517320 4.420141 -0.09 0.06 -0.12
C 5.892390 0.697198 3.520185 -0.11 0.04 -0.05
C -5.364272 -1.057285 0.532680 -0.04 0.03 -0.01
C -4.159349 -3.045647 -1.288165 -0.08 0.00 -0.03
C 5.676624 1.577763 2.289074 0.19 0.17 0.20
C 3.535151 -1.637560 -4.230163 -0.11 0.22 0.11
C -0.360615 -2.365992 1.945659 -0.07 0.05 -0.05
C 0.494236 -0.364300 -4.011563 0.35 -0.09 0.15
C 0.077621 -3.156495 2.983540 0.09 -0.04 0.10
C -2.147279 -4.033564 -2.122846 -0.17 -0.05 -0.10
C 6.832381 1.323462 1.292218 -0.03 -0.06 0.07
C -1.460775 3.457523 -0.369564 0.13 -0.11 0.19
C 3.309037 1.153287 -0.562861 0.01 -0.04 -0.03
C -5.029064 0.866721 1.921492 -0.17 -0.01 0.00
C 2.625347 -0.374599 1.066483 0.32 0.26 -0.17
C 2.942242 1.550053 -3.793598 0.10 -0.30 0.06
C -3.397413 -2.084729 -0.643468 0.05 -0.19 -0.24
C -3.699343 0.809460 1.574649 0.12 0.13 0.05
C 2.193476 -2.575318 5.683663 -0.04 -0.07 -0.06
C 4.123557 1.817920 0.311196 0.00 0.02 0.27
C 2.403576 -0.919526 -1.393003 -0.01 -0.10 -0.63
C 1.392701 -3.044522 3.425977 -0.30 0.04 -0.11
C -3.537034 -4.022029 -2.059595 0.00 -0.07 0.00
C 4.414028 1.228172 1.546208 -0.04 -0.01 -0.41
C 0.846118 -4.640146 5.315703 0.02 0.05 -0.12
C 1.712554 -1.400976 1.652763 -0.07 -0.27 0.01
C -5.887088 -0.089163 1.386779 -0.06 -0.03 0.05
C 5.688312 3.055638 2.711939 -0.10 -0.04 -0.01
C 3.512713 0.232987 1.937993 -0.09 0.04 0.12
C -0.447998 3.453464 0.759899 -0.03 0.16 -0.21
H 3.544663 -1.501825 -5.311045 -0.03 0.01 0.00
H -0.173649 0.168242 -3.335939 -0.04 0.09 0.13
H 1.294922 -1.991828 5.892933 0.01 0.02 0.02
H 5.166827 0.915675 4.306200 -0.02 -0.05 0.02
H -1.390591 -2.433826 1.614972 0.01 0.00 0.04
H 0.578118 -5.464594 4.652613 -0.03 0.00 0.00
H -2.461691 3.229838 0.000553 -0.03 0.02 -0.03
H -0.056176 -4.100457 5.608238 -0.03 -0.02 -0.02
H 6.768971 1.965953 0.415237 -0.01 0.02 -0.01
H 2.836739 1.657535 -4.874489 -0.01 -0.01 0.00
H 3.219950 1.479451 -1.585430 -0.01 -0.06 0.04
H 2.544157 -3.005773 6.620841 0.02 0.01 0.01
H 3.015669 -5.264355 3.641235 0.03 -0.02 -0.01
H 6.629538 3.263562 3.218578 0.01 0.03 0.00
H -1.481935 4.454064 -0.809027 -0.05 -0.02 -0.07
H 2.303861 2.302833 -3.329856 -0.02 -0.02 0.01
H -6.029617 -1.800929 0.124060 0.01 -0.03 0.00
H 5.613176 3.736535 1.863813 -0.01 -0.01 -0.02
H -0.382114 -3.018308 -1.505259 0.05 0.07 -0.02
H 0.353810 3.128940 3.134377 -0.05 0.04 -0.05
H -1.200078 2.754622 -1.164981 0.00 0.06 -0.04
H 2.969045 -1.906132 5.307197 0.03 0.02 0.02
H 0.121860 -1.376344 -4.144754 0.00 -0.13 0.01
H -1.620073 -4.788879 -2.687850 0.03 0.00 0.03
H 0.556094 3.648903 0.374240 0.00 0.03 0.08
H 6.881919 0.895862 3.927980 -0.01 0.01 0.03
H 3.508365 -0.090096 2.969616 0.04 0.01 -0.04
H 3.454595 -5.041219 5.331957 0.05 0.02 0.01
H 1.517037 -1.519451 -1.198914 -0.17 0.09 0.11
H 3.985866 1.751626 -3.554194 0.01 0.01 0.01
H -2.996276 1.535784 1.965069 -0.02 0.00 -0.01
H -0.681230 0.257740 3.334857 -0.02 -0.05 0.06
H 7.779618 1.532559 1.787453 0.00 0.00 0.03
H 4.877401 3.271344 3.408525 -0.01 0.03 0.01
H 4.009224 -3.877529 4.135512 0.02 -0.02 -0.03
H -1.357664 2.690573 3.240003 0.02 0.08 -0.02
H -0.698990 4.244868 1.467090 0.03 -0.04 0.04
H 6.846570 0.282275 0.964401 0.02 0.00 -0.02
H -0.610368 -3.841629 3.455092 -0.06 0.03 0.00
H 3.265886 -2.147141 2.905929 -0.04 0.01 0.00
H 3.204114 -2.652923 -4.015204 -0.04 0.01 0.01
H 1.023364 0.770798 3.265148 0.00 -0.06 0.02
H 1.265613 -5.075484 6.220881 0.00 -0.01 0.01
H 4.557229 -1.520873 -3.870300 0.01 0.00 0.01
H -5.235526 -3.054006 -1.218627 -0.02 0.03 0.02
H 0.428995 0.143236 -4.974115 0.05 -0.03 -0.03
H 0.018917 1.214538 4.648101 -0.03 -0.05 0.02
H 4.602126 2.734509 -0.001805 0.11 -0.08 -0.12
H 3.236259 -1.628717 -1.397423 -0.01 0.02 0.09
H -5.395125 1.635216 2.586939 0.03 0.00 0.02
H 5.852542 -0.365554 3.270884 0.01 -0.02 0.02
```
Positions in Å, forces in eV/Å.

Results
F_max ... 0.0124 Eh/bohr
Multiplicity ... 1
Total charge ... +3
E_HOMO ... -0.622 hartree
HOMO-LUMO gap ... 0.307 Ha
LUMO level ... -8.575 eV
Molar mass ... 995.449 g/mol
DFT total energy ... -247993.689 eV
Relative energy (zero: lowest compared OMol25 entry of this formula, charge and spin) ... 130.37 kJ/mol

Among the records above, which one has the highest E_HOMO?
C36H50N8O10P2RbS